{
  "formula": "C8H18N3O",
  "method": "ωB97M-V with the def2-TZVPD basis set",
  "e_above_lowest_kj_mol": 305.9,
  "total_charge": 1,
  "e_tot_ha": -554.70250,
  "lumo_energy_ev": -5.555,
  "homo_lumo_gap_ha": 0.300,
  "species": ["C", "C", "C", "C", "C", "C", "C", "C", "N", "N", "N", "O", "H", "H", "H", "H", "H", "H", "H", "H", "H", "H", "H", "H", "H", "H", "H", "H", "H", "H"],
  "positions_angstrom": [[1.48720, 0.27016, 0.46509], [-1.70819, 0.41878, 1.55409], [-3.28215, 1.16593, -1.02097], [-1.06953, 0.16380, -2.10541], [-2.61446, -1.27957, -0.83437], [3.64453, 1.15192, 0.88688], [2.82458, -0.93573, 2.12481], [-2.02280, 0.13838, -0.91407], [2.68293, 0.01395, 1.00966], [-1.32304, 0.54590, 0.25309], [0.43496, -0.49593, 0.38893], [-2.82369, 0.70210, 1.86332], [1.33311, 1.16284, -0.28163], [-0.90745, 0.22072, 2.21673], [-3.19902, 1.34479, -2.07195], [-4.12774, 0.73767, -0.50709], [-2.92489, 1.98565, -0.49160], [-0.02622, -0.05300, -1.84493], [-0.89945, 1.28521, -2.41938], [-1.54335, -0.39162, -2.85997], [-3.66059, -1.43021, -1.35834], [-1.83578, -1.91958, -1.19591], [-2.85311, -1.68131, 0.27558], [4.50518, 0.68216, 0.59417], [3.38800, 1.99198, 0.15919], [3.84207, 1.47097, 1.97578], [1.78217, -1.22555, 2.36600], [3.19721, -1.80650, 1.61457], [3.54291, -0.65055, 2.89831], [0.26502, -1.26621, 1.01269]],
  "lowdin_charge": [-0.18, -0.34, 0.06, -0.04, -0.05, -0.01, 0.01, -0.59, -0.16, 0.19, 0.14, 0.14, 0.18, 0.12, 0.09, 0.09, 0.06, 0.06, 0.13, 0.08, 0.13, 0.06, 0.13, 0.05, 0.13, 0.13, 0.09, 0.10, 0.11, 0.10]
}


{
  "formula": "C8H18NO3P2",
  "method": "ωB97M-V with the def2-TZVPD basis set",
  "e_above_lowest_kj_mol": 34.3,
  "total_charge": 1,
  "e_tot_ha": -1278.44257,
  "lumo_energy_ev": -2.830,
  "homo_lumo_gap_ha": 0.368,
  "species": ["C", "C", "C", "C", "C", "C", "C", "C", "N", "O", "O", "O", "P", "P", "H", "H", "H", "H", "H", "H", "H", "H", "H", "H", "H", "H", "H", "H", "H", "H", "H", "H"],
  "positions_angstrom": [[-1.62626, -2.15857, -0.29263], [1.16068, 0.87703, -1.47355], [-2.28082, -3.35690, 0.16454], [-0.14400, 0.35821, 2.89085], [1.37817, 1.94095, 1.87394], [-0.89315, -2.22010, -1.62044], [0.16398, -1.20372, -1.88348], [0.75260, -0.41735, -0.95548], [0.13268, 1.02998, 1.63988], [-1.72470, -1.18900, 0.37580], [0.66672, 1.88726, -0.99015], [2.06702, 1.05060, -2.37427], [-0.94708, 1.51156, 0.53875], [2.55842, 2.62853, -2.93828], [-3.16695, -3.01350, 0.72501], [-1.57321, -3.90235, 0.89154], [-2.67822, -4.01558, -0.59706], [-0.58010, 1.12382, 3.54554], [-0.82831, -0.45101, 2.75706], [0.80504, 0.04728, 3.17424], [2.31169, 1.38955, 1.80139], [1.22961, 2.71208, 1.04796], [1.35099, 2.31706, 2.84655], [-0.46014, -3.27663, -1.59851], [-1.63969, -2.32042, -2.46744], [0.20171, -0.78446, -2.87284], [-1.29415, 0.61633, -0.47336], [0.95702, -0.60494, 0.12265], [-2.04125, 1.36102, 1.13686], [-0.78297, 2.81170, 0.45615], [3.21112, 3.01396, -1.76582], [3.71356, 2.23763, -3.68537]],
  "lowdin_charge": [-0.50, -0.61, -0.01, -0.09, -0.03, -0.09, -0.03, -0.04, -0.43, 0.03, -0.11, -0.28, 0.99, 0.95, 0.11, 0.15, 0.09, 0.10, 0.07, 0.07, 0.09, 0.08, 0.06, 0.15, 0.16, 0.12, 0.03, 0.14, -0.04, 0.02, -0.09, -0.08]
}


{
  "formula": "C8H18NO3Si",
  "method": "ωB97M-V with the def2-TZVPD basis set",
  "e_above_lowest_kj_mol": 115.8,
  "smiles": "CO/C=C\\C[N@@H+](C)C=[Si](OC)OC",
  "total_charge": 1,
  "e_tot_ha": -885.25263,
  "lumo_energy_ev": -3.220,
  "homo_lumo_gap_ha": 0.324,
  "species": ["C", "O", "C", "C", "C", "N", "C", "C", "Si", "O", "C", "O", "C", "H", "H", "H", "H", "H", "H", "H", "H", "H", "H", "H", "H", "H", "H", "H", "H", "H", "H"],
  "positions_angstrom": [[3.63519, -0.08099, -2.29971], [2.40112, -0.13400, -1.43263], [2.18454, 0.88013, -0.66530], [1.62898, 0.76637, 0.54188], [1.43241, -0.57521, 1.15394], [0.25757, -1.18070, 0.46138], [0.47713, -2.58974, 0.04880], [-1.10880, -0.97115, 1.12936], [-2.02570, 0.33118, 0.46483], [-1.57719, 0.54976, -1.09806], [-1.73298, 1.02957, -2.37657], [-3.49202, 0.83592, 0.75004], [-4.21776, 1.36043, 1.81498], [4.01800, -1.05542, -2.17406], [4.22276, 0.81304, -2.16251], [3.22814, 0.03746, -3.37313], [2.27815, 1.90779, -0.88772], [1.42776, 1.65101, 1.19411], [2.20120, -1.29759, 0.97646], [1.34580, -0.65137, 2.30330], [0.03083, -0.60549, -0.36910], [1.14906, -2.49905, -0.72762], [0.85051, -3.13874, 0.91526], [-0.55910, -2.97314, -0.05157], [-1.14822, -1.47848, 2.09935], [-2.54389, 1.70581, -2.53911], [-1.88980, 0.18270, -3.02050], [-0.90383, 1.77414, -2.59249], [-4.81907, 2.14240, 1.51245], [-3.65765, 1.80519, 2.62523], [-4.95047, 0.52263, 2.20008]],
  "lowdin_charge": [0.04, -0.10, -0.24, -0.08, -0.14, -0.23, 0.02, -0.14, 0.61, -0.23, -0.11, -0.18, -0.11, 0.08, 0.09, 0.12, 0.12, 0.13, 0.11, 0.17, 0.11, 0.07, 0.11, 0.12, 0.07, 0.08, 0.10, 0.12, 0.06, 0.09, 0.14]
}


{
  "formula": "C8H18NO8P",
  "method": "ωB97M-V with the def2-TZVPD basis set",
  "smiles": "COCO[P@](=O)(OCCC(=O)O)OC[C@H](O)CN",
  "total_charge": 0,
  "e_tot_ha": -1313.73545,
  "lumo_energy_ev": 0.330,
  "homo_lumo_gap_ha": 0.353,
  "species": ["C", "O", "C", "O", "P", "O", "O", "C", "C", "C", "O", "O", "O", "C", "C", "O", "C", "N", "H", "H", "H", "H", "H", "H", "H", "H", "H", "H", "H", "H", "H", "H", "H", "H", "H", "H"],
  "positions_angstrom": [[4.74191, -1.85767, -0.22339], [3.44120, -1.98098, -0.77712], [2.50564, -1.11548, -0.27808], [1.78680, -1.78301, 0.79597], [0.42034, -1.15532, 1.26085], [0.18210, -1.28135, 2.69223], [-0.60955, -1.95520, 0.36065], [-1.98202, -1.55088, 0.41218], [-2.42297, -1.18020, -0.99343], [-3.88499, -0.84778, -1.11397], [-4.35013, -0.33986, -2.11258], [-4.67378, -1.12992, -0.01002], [0.50773, 0.33919, 0.74260], [-0.12790, 1.37207, 1.51808], [-0.60949, 2.45932, 0.58717], [-1.68816, 2.00687, -0.22694], [0.47527, 3.03846, -0.29318], [0.79055, 2.19237, -1.43510], [4.85167, -2.53913, 0.61169], [5.44555, -2.15119, -0.98908], [4.97223, -0.83688, 0.05474], [2.95143, -0.22180, 0.13641], [1.83613, -0.84977, -1.08333], [-2.16975, -0.76817, 1.13736], [-2.54651, -2.40979, 0.74543], [-1.81502, -0.37655, -1.37993], [-2.26252, -2.05948, -1.60505], [-4.96675, -2.04136, -0.10047], [-0.92173, 0.99365, 2.15008], [0.61092, 1.79871, 2.18400], [-0.98819, 3.27173, 1.20375], [-2.17732, 1.36651, 0.28377], [1.36349, 3.17326, 0.31410], [0.12113, 4.00939, -0.63402], [1.21098, 2.71957, -2.17780], [-0.01828, 1.69063, -1.75759]],
  "lowdin_charge": [-0.07, -0.12, -0.25, -0.10, 0.35, -0.21, -0.14, -0.20, -0.07, -0.47, 0.13, 0.07, -0.16, -0.15, -0.35, -0.01, -0.22, 0.02, 0.09, 0.09, 0.09, 0.12, 0.13, 0.11, 0.13, 0.12, 0.14, 0.12, 0.12, 0.13, 0.15, 0.07, 0.12, 0.11, 0.07, 0.06]
}


{
  "formula": "C8H18O",
  "method": "ωB97M-V with the def2-TZVPD basis set",
  "e_above_lowest_kj_mol": 152.3,
  "smiles": "C=C(C)C(C)C.CCO",
  "total_charge": 0,
  "e_tot_ha": -390.79767,
  "lumo_energy_ev": 0.908,
  "homo_lumo_gap_ha": 0.366,
  "species": ["C", "C", "C", "C", "C", "C", "H", "H", "H", "H", "H", "H", "H", "H", "H", "H", "H", "H", "C", "C", "O", "H", "H", "H", "H", "H", "H"],
  "positions_angstrom": [[1.22886, -1.20766, 1.45444], [0.87256, -0.87197, 0.21750], [0.85654, -1.89025, -0.88875], [1.05732, 0.68248, -0.33114], [0.75173, 1.70302, 0.75444], [2.47485, 0.87122, -0.85490], [1.33514, -0.49313, 2.25353], [1.42603, -2.23421, 1.72328], [0.79595, -2.90535, -0.49963], [-0.02467, -1.71626, -1.50775], [1.73510, -1.82131, -1.52887], [0.34590, 0.78488, -1.15551], [0.76757, 2.71543, 0.34673], [-0.22378, 1.52777, 1.20477], [1.49381, 1.65119, 1.55115], [3.19536, 0.64322, -0.06870], [2.67561, 0.22387, -1.70596], [2.62907, 1.89936, -1.18761], [-2.87318, 0.68466, 0.61214], [-2.28708, -0.55414, -0.03370], [-2.23954, -0.53229, -1.43449], [-2.80402, 0.60875, 1.69702], [-2.32484, 1.56849, 0.28599], [-3.91710, 0.82169, 0.32041], [-2.81532, -1.45833, 0.29420], [-1.12810, -0.64650, 0.26501], [-3.00379, -0.05466, -1.78362]],
  "lowdin_charge": [0.03, -0.34, -0.07, -0.36, -0.09, -0.08, 0.05, 0.06, 0.08, 0.07, 0.08, 0.12, 0.08, 0.06, 0.07, 0.09, 0.07, 0.08, -0.09, -0.33, -0.09, 0.08, 0.07, 0.07, 0.11, 0.11, 0.09]
}


{
  "formula": "C8H18O11Sr",
  "method": "ωB97M-V with the def2-TZVPD basis set",
  "e_above_lowest_kj_mol": 251.5,
  "total_charge": -2,
  "e_tot_ha": -1174.15910,
  "lumo_energy_ev": 4.124,
  "homo_lumo_gap_ha": 0.198,
  "species": ["Sr", "C", "C", "O", "O", "H", "H", "H", "C", "C", "O", "O", "H", "H", "H", "C", "C", "O", "O", "H", "H", "H", "C", "C", "O", "O", "H", "H", "H", "O", "H", "H", "O", "H", "H", "O", "H", "H"],
  "positions_angstrom": [[0.03659, -0.28116, -0.26602], [-4.30349, -1.12013, 0.67705], [-2.98862, -0.66381, 0.18435], [-2.53575, 0.38335, 0.71295], [-2.36584, -1.33442, -0.69124], [-4.94039, -1.47774, -0.13200], [-4.81779, -0.37772, 1.28730], [-4.15144, -2.01711, 1.27739], [1.32355, -0.75412, 4.52971], [0.21776, 0.05603, 3.78235], [-0.17352, 1.08748, 4.33640], [-0.19553, -0.14951, 2.62747], [1.65888, -0.29337, 5.45888], [2.20283, -0.93217, 3.91063], [0.99502, -1.79343, 4.52978], [1.57456, 3.86334, 0.03607], [0.41269, 3.32093, 0.85510], [-0.11316, 2.26349, 0.54437], [-0.07211, 3.96219, 1.83442], [2.50728, 3.67899, 0.56913], [1.47822, 4.94825, 0.07833], [1.74954, 3.47165, -0.96596], [1.03855, -1.78440, -4.35091], [0.07413, -2.45946, -3.38555], [0.01444, -2.01459, -2.23728], [-0.70025, -3.31459, -3.81836], [1.73883, -2.48250, -4.80956], [1.76551, -1.15606, -3.83630], [0.45907, -1.14862, -5.02030], [0.96715, -2.30329, 0.61595], [1.78167, -2.68483, 0.94339], [0.38263, -3.05179, 0.49628], [2.28520, 0.69403, -0.57411], [2.63296, 1.25511, -1.26727], [2.71438, 1.00387, 0.22341], [-0.87219, 1.12926, -2.33509], [-0.74277, 0.50996, -3.05339], [-1.03876, 1.96685, -2.76745]],
  "lowdin_charge": [1.59, -0.05, -0.79, -0.08, -0.16, 0.06, 0.07, 0.07, -0.05, -0.79, -0.06, -0.11, 0.05, 0.03, 0.04, -0.06, -0.79, -0.11, -0.08, 0.05, 0.06, 0.04, -0.05, -0.81, -0.14, -0.05, 0.06, 0.05, 0.06, -0.16, 0.06, 0.06, -0.13, 0.05, 0.06, -0.08, 0.03, 0.05]
}


| no. | F_max (eV Å⁻¹) |
| --- | --- |
| 1 | 4.63 |
| 2 | 4.95 |
| 3 | 4.18 |
| 4 | 2.17 |
| 5 | 3.41 |
| 6 | 3.87 |